The following is a quantum chemistry calculation of 2 unconnected molecules or ions with the total composition C3H11N2S at a distorted geometry, from the Open Molecules 2025 dataset.

- <S²> = 2.007
- charge = +1
- DFT total energy (a.u.) = -628.1459
- 2S+1 = 3
- lowest unoccupied orbital energy (alpha / beta) (eV) = -3.227 / -8.525
- ΔE to the lowest compared entry with this formula, charge and spin (eV) = 0.826
- HOMO level (alpha / beta) (eV) = -10.83 / -12.63
- Kohn-Sham gap (alpha / beta) (eV) = 7.60 / 4.10
- maximum force (Eh/bohr) = 0.1069

Each line ends with the natural charge from an NBO analysis.
CARTESIAN COORDINATES (ANGSTROEM)
C -1.93765 -0.31129 1.71301  -0.43
C 2.15850 -0.05885 -1.41944  -0.44
C -0.37777 -0.12044 -1.57824  -0.39
N -0.75035 -0.50127 0.89373  -0.81
N 0.81867 0.48770 -1.37281  -0.41
S -1.85524 0.58679 -1.93874  0.62
H -2.80752 0.05135 1.07069  0.18
H -2.25317 -1.20103 2.21239  0.20
H -1.78621 0.37089 2.58334  0.22
H 2.56647 -0.07741 -2.54973  0.25
H 2.82536 0.68449 -0.89459  0.25
H 2.12297 -1.03693 -0.92001  0.23
H -0.35017 -1.15399 -1.86673  0.24
H 0.14158 -0.27250 1.26487  0.38
H -0.75329 -1.46357 0.57460  0.37
H 0.73046 1.58268 -1.15123  0.41
H -1.59530 1.90762 -2.06349  0.14